(1)
This record from the OMol25 dataset describes C25H34N8OS4Sn as an isolated structure. The level of theory is ωB97M-V/def2-TZVPD.

Properties
- frontier orbital gap (eV) = 6.51
- strongest force on any atom (eV/A) = 0.3
- E_tot (Ha) = -3293.47357
- multiplicity = 1
- HOMO (eV) = -6.351

Each line ends with the Mulliken charge.
Element x y z (Å)
1 Sn 0.960 -0.560 -0.024  0.826
2 C -1.651 -0.579 3.359  -0.944
3 C -0.158 -0.782 3.639  -0.557
4 N 0.506 -1.681 2.713  0.295
5 C 0.138 -3.084 2.741  -1.113
6 C -1.168 -3.463 2.030  -0.632
7 S -1.301 -2.925 0.298  -0.088
8 C -2.888 -2.059 0.269  0.226
9 C -3.140 -1.062 1.422  -1.297
10 N -1.951 -0.464 1.958  0.691
11 H -1.981 0.286 3.960  0.389
12 H -2.212 -1.430 3.750  0.469
13 H -0.059 -1.112 4.688  0.315
14 H 0.363 0.173 3.559  -0.066
15 H 1.508 -1.587 2.825  0.376
16 H 0.049 -3.468 3.773  0.334
17 H 0.952 -3.637 2.269  0.378
18 H -2.037 -3.086 2.561  0.228
19 H -1.239 -4.553 2.053  0.570
20 H -3.711 -2.776 0.220  0.479
21 H -2.864 -1.537 -0.688  -0.270
22 H -3.655 -1.587 2.230  0.453
23 H -3.860 -0.317 1.054  0.399
24 H -1.619 0.361 1.485  -0.214
25 N -3.211 1.005 -2.934  0.026
26 C -2.906 -0.186 -3.570  0.574
27 C -3.511 -0.881 -4.611  -1.161
28 C -2.919 -2.074 -4.978  -0.401
29 C -1.768 -2.558 -4.336  -0.831
30 C -1.173 -1.864 -3.303  -0.273
31 C -1.762 -0.661 -2.917  0.009
32 N -1.396 0.214 -1.907  0.419
33 C -2.274 1.174 -1.946  0.412
34 C -2.250 2.348 -1.071  -0.731
35 C -2.766 3.578 -1.362  -0.468
36 S -2.482 4.649 -0.062  -0.206
37 C -1.647 3.395 0.757  -0.471
38 N -1.618 2.256 0.144  0.255
39 H -4.011 1.587 -3.103  0.233
40 H -4.398 -0.514 -5.112  0.406
41 H -3.353 -2.652 -5.784  0.382
42 H -1.341 -3.497 -4.662  0.426
43 H -0.278 -2.223 -2.809  0.360
44 H -3.261 3.906 -2.260  0.439
45 H -1.213 3.555 1.733  0.481
46 C 4.392 -1.283 -3.423  -1.683
47 C 3.451 -1.380 -2.243  0.511
48 S 2.257 -0.089 -2.148  -0.644
49 C 3.509 -2.388 -1.357  0.648
50 C 4.508 -3.510 -1.461  -1.554
51 S 2.418 -2.570 0.017  -0.483
52 H 4.172 -0.392 -4.008  0.371
53 H 4.299 -2.146 -4.086  0.347
54 H 5.434 -1.221 -3.101  0.362
55 H 5.228 -3.344 -2.261  0.402
56 H 4.002 -4.461 -1.650  0.275
57 H 5.058 -3.622 -0.525  0.309
58 C 2.117 3.627 4.275  -0.918
59 N 2.024 3.558 2.825  0.153
60 C 1.842 4.662 2.065  -0.028
61 C 1.761 4.589 0.720  -1.069
62 C 1.905 3.281 0.146  0.862
63 N 2.063 2.202 0.877  -0.112
64 C 2.132 2.277 2.232  0.133
65 O 2.251 1.310 2.967  -0.685
66 N 1.865 3.122 -1.190  -0.154
67 H 2.055 4.670 4.581  0.316
68 H 3.060 3.198 4.608  0.297
69 H 1.309 3.057 4.732  0.282
70 H 1.774 5.601 2.600  0.320
71 H 1.624 5.473 0.115  0.407
72 H 1.887 3.925 -1.791  0.238
73 H 2.161 2.226 -1.572  -0.030

---

(2)
This record from the OMol25 dataset describes C25H35AgN2PSi2 as an isolated structure at a distorted geometry. The level of theory is ωB97M-V/def2-TZVPD.

Properties
- frontier orbital gap (eV) = 5.43
- strongest force on any atom (eV/A) = 2.5
- E_tot (Ha) = -2150.57168
- multiplicity = 1
- HOMO (eV) = -2.922
- charge = -1

Each line ends with the natural charge from an NBO analysis.
Element x y z (Å)
1 Ag -0.055 0.588 0.095  0.745
2 C 0.407 4.024 3.334  -1.153
3 Si 0.183 2.163 3.203  1.840
4 C -0.281 1.526 4.914  -1.147
5 C 1.962 1.559 2.878  -1.115
6 N -0.782 1.603 1.927  -1.286
7 C -2.153 1.845 1.792  0.143
8 C -2.793 2.709 2.642  -0.285
9 C -4.173 2.943 2.559  -0.260
10 C -4.880 2.360 1.550  -0.266
11 C -4.227 1.517 0.612  -0.280
12 C -2.874 1.205 0.751  0.162
13 N -2.191 0.322 -0.122  -1.315
14 Si -2.795 -1.007 -1.016  1.831
15 C -1.446 -2.353 -1.293  -1.114
16 C -3.432 -0.732 -2.769  -1.142
17 C -4.144 -1.988 -0.033  -1.136
18 H 1.408 4.195 3.787  0.213
19 H -0.296 4.695 3.800  0.226
20 H 0.400 4.465 2.324  0.233
21 H -0.948 2.210 5.499  0.226
22 H 0.650 1.441 5.472  0.216
23 H -0.870 0.607 4.883  0.240
24 H 2.531 1.617 3.796  0.213
25 H 2.373 2.137 2.088  0.215
26 H 1.805 0.499 2.521  0.231
27 H -2.221 3.203 3.370  0.187
28 H -4.656 3.736 3.144  0.186
29 H -5.932 2.487 1.400  0.185
30 H -4.782 1.050 -0.164  0.188
31 H -0.706 -2.045 -2.042  0.218
32 H -1.835 -3.310 -1.587  0.218
33 H -0.847 -2.552 -0.370  0.218
34 H -2.596 -0.533 -3.469  0.215
35 H -4.300 -0.058 -2.937  0.229
36 H -3.828 -1.694 -3.096  0.219
37 H -3.890 -1.813 1.054  0.240
38 H -4.200 -3.068 -0.253  0.214
39 H -5.209 -1.706 -0.195  0.220
40 C 2.955 1.374 -1.334  -0.958
41 P 1.798 0.027 -1.012  0.850
42 C 1.631 -0.610 -2.720  -0.374
43 C 0.566 -0.262 -3.510  -0.194
44 C 0.486 -0.654 -4.840  -0.206
45 C 1.503 -1.405 -5.396  -0.216
46 C 2.534 -1.886 -4.632  -0.240
47 C 2.570 -1.503 -3.254  -0.133
48 C 2.894 -1.304 -0.312  -0.315
49 C 2.210 -2.369 0.266  -0.189
50 C 2.898 -3.475 0.699  -0.206
51 C 4.260 -3.422 0.689  -0.210
52 C 4.964 -2.365 0.188  -0.217
53 C 4.280 -1.248 -0.287  -0.210
54 H 3.187 1.829 -0.340  0.251
55 H 2.366 2.118 -1.897  0.248
56 H 3.782 1.028 -1.917  0.218
57 H -0.263 0.260 -3.081  0.232
58 H -0.347 -0.248 -5.357  0.214
59 H 1.480 -1.640 -6.452  0.204
60 H 3.280 -2.539 -5.038  0.208
61 H 3.304 -1.937 -2.602  0.205
62 H 1.203 -2.221 0.466  0.228
63 H 2.359 -4.327 1.168  0.217
64 H 4.817 -4.255 1.058  0.202
65 H 6.077 -2.372 0.108  0.208
66 H 4.827 -0.439 -0.713  0.210

---

(3)
This record from the OMol25 dataset describes C25H35AsClN5Ni as an isolated structure at a distorted geometry. The level of theory is ωB97M-V/def2-TZVPD.

Properties
- frontier orbital gap (eV) = 8.02
- strongest force on any atom (eV/A) = 1.0
- E_tot (Ha) = -5451.13608
- multiplicity = 1
- HOMO (eV) = -13.552
- charge = +2

Each line ends with the natural charge from an NBO analysis.
Element x y z (Å)
1 Ni 0.165 0.189 0.038  0.656
2 C -2.912 0.903 -1.870  -0.938
3 As -2.118 0.701 -0.122  0.980
4 C -3.503 -0.343 0.728  -0.959
5 C -2.321 2.526 0.576  -0.710
6 C -3.691 2.854 1.106  -0.098
7 C -4.548 3.675 0.382  -0.201
8 C -5.792 4.029 0.895  -0.183
9 C -6.193 3.558 2.135  -0.192
10 C -5.345 2.734 2.867  -0.215
11 C -4.106 2.387 2.352  -0.171
12 H -3.846 1.451 -1.761  0.252
13 H -3.114 -0.078 -2.295  0.251
14 H -2.243 1.443 -2.535  0.254
15 H -4.420 0.241 0.712  0.272
16 H -3.275 -0.612 1.760  0.211
17 H -3.642 -1.251 0.142  0.252
18 H -2.074 3.157 -0.278  0.254
19 H -1.550 2.700 1.327  0.235
20 H -4.237 4.059 -0.584  0.219
21 H -6.442 4.683 0.326  0.235
22 H -7.159 3.836 2.536  0.235
23 H -5.651 2.371 3.841  0.224
24 H -3.442 1.754 2.938  0.170
25 N 0.107 -2.013 4.561  -0.495
26 C 0.414 -2.897 3.371  -0.240
27 C 0.888 -2.028 2.221  -0.284
28 N -0.102 -0.997 1.863  -0.646
29 C -0.422 -0.153 3.026  -0.256
30 C -0.928 -0.965 4.211  -0.242
31 H 0.969 -1.545 4.851  0.435
32 H -0.204 -2.572 5.355  0.452
33 H -0.507 -3.425 3.126  0.229
34 H 1.167 -3.626 3.666  0.257
35 H 1.114 -2.653 1.358  0.292
36 H 1.821 -1.521 2.487  0.222
37 H -0.957 -1.444 1.537  0.394
38 H -1.171 0.588 2.758  0.251
39 H 0.484 0.388 3.313  0.219
40 H -1.846 -1.498 3.966  0.230
41 H -1.101 -0.345 5.088  0.255
42 Cl 1.929 1.782 -1.959  -0.036
43 C 0.329 1.172 -1.550  -0.648
44 H 0.008 0.456 -2.304  0.208
45 H -0.345 2.019 -1.512  0.190
46 C 4.087 0.249 1.402  -0.228
47 C 2.758 0.537 1.191  0.013
48 N 2.036 -0.109 0.263  -0.510
49 C 2.618 -1.045 -0.484  0.101
50 C 3.932 -1.450 -0.296  -0.091
51 C 4.675 -0.766 0.653  -0.120
52 C 4.560 -2.494 -1.133  -0.154
53 C 4.048 -3.615 -1.635  -0.194
54 C 2.728 -4.273 -1.441  0.192
55 C 2.376 -5.288 -2.316  -0.258
56 C 1.155 -5.912 -2.137  0.098
57 N 0.328 -5.578 -1.145  -0.422
58 C 0.772 -4.614 -0.350  0.251
59 N 1.914 -3.933 -0.424  -0.504
60 H 4.657 0.814 2.126  0.248
61 H 2.258 1.330 1.734  0.213
62 H 2.016 -1.486 -1.265  0.225
63 H 5.717 -1.024 0.811  0.243
64 H 5.601 -2.297 -1.370  0.235
65 H 4.710 -4.184 -2.280  0.234
66 H 3.035 -5.577 -3.125  0.243
67 H 0.825 -6.703 -2.801  0.223
68 H 0.106 -4.352 0.471  0.145